No. 1
Here is C26H26N4O2RuS3 as an isolated structure from the OMol25 dataset. Energies are from ωB97M-V/def2-TZVPD.

Cartesian coordinates (Å):
Ru (-0.1644, 0.1480, 0.0024)
O (0.6344, -1.5529, -0.1386)
S (1.3613, -2.9730, -0.1623)
C (0.2309, -3.9530, -1.2331)
C (-0.7143, -3.1030, -2.0862)
C (-2.0508, -2.9064, -1.3702)
C (-3.0456, -1.9929, -2.0847)
S (-3.0124, -0.2559, -1.5186)
O (-1.4549, 0.1073, -1.3676)
C (-3.6664, -0.4262, 0.1067)
C (-2.9053, -0.8479, 1.1979)
C (-3.5149, -1.0257, 2.4247)
C (-4.8899, -0.7977, 2.5442)
C (-5.6406, -0.3775, 1.4524)
C (-5.0355, -0.1774, 0.2198)
C (2.7802, -2.7728, -1.1598)
C (3.9083, -3.4299, -0.6622)
C (5.0515, -3.4352, -1.4314)
C (5.0671, -2.7733, -2.6525)
C (3.9276, -2.1100, -3.1286)
C (2.7727, -2.1076, -2.3905)
H (-0.3035, -4.6169, -0.5518)
H (0.9253, -4.5512, -1.8237)
H (-0.8807, -3.6169, -3.0343)
H (-0.2452, -2.1520, -2.3401)
H (-1.9036, -2.5480, -0.3498)
H (-2.5261, -3.8830, -1.2576)
H (-4.0783, -2.2597, -1.8375)
H (-2.9536, -1.9707, -3.1718)
H (-1.8378, -1.0653, 1.1043)
H (-2.9412, -1.3601, 3.2791)
H (-5.3755, -0.9488, 3.5000)
H (-6.7013, -0.1924, 1.5594)
H (-5.6216, 0.1731, -0.6235)
H (3.9000, -3.9259, 0.3015)
H (5.9296, -3.9522, -1.0710)
H (5.9720, -2.7726, -3.2458)
H (3.9468, -1.6215, -4.0939)
H (1.8812, -1.6231, -2.7706)
S (-0.7309, 1.6648, 1.4968)
C (0.7442, 2.4774, 2.0780)
N (0.5672, 3.5578, 2.8717)
C (1.6142, 4.1705, 3.4601)
C (2.8792, 3.6737, 3.2378)
C (2.9921, 2.5720, 2.4034)
N (1.9224, 1.9780, 1.8336)
H (-0.3681, 3.9221, 3.0424)
H (1.3940, 5.0303, 4.0824)
H (3.7431, 4.1295, 3.7038)
H (3.9606, 2.1373, 2.1819)
N (5.8273, 1.0228, -1.3991)
C (4.7205, 1.2617, -1.5943)
C (3.3356, 1.5792, -1.7993)
C (2.8966, 2.5144, -2.7373)
C (1.5323, 2.7402, -2.8686)
C (0.6480, 2.0455, -2.0722)
N (1.0931, 1.1504, -1.1602)
C (2.4067, 0.9109, -1.0234)
H (3.6112, 3.0476, -3.3532)
H (1.1497, 3.4510, -3.5887)
H (-0.4188, 2.1868, -2.1448)
H (2.7148, 0.1708, -0.3001)

Properties
Net charge: +4
Lowest unoccupied orbital energy (alpha / beta): -0.5495 / -0.5494 Eh
Kohn-Sham gap (alpha / beta): 4.94 / 4.94 eV

---

No. 2
Here is one molecule with the formula C26H26N6O4 at a distorted geometry from the OMol25 dataset. Energies are from ωB97M-V/def2-TZVPD.

Cartesian coordinates (Å):
C (3.8607, -6.8470, 3.0368)
C (4.3874, -7.4528, 1.7419)
H (5.2642, -8.0665, 1.9609)
H (3.6190, -8.1078, 1.3244)
C (4.7738, -6.4162, 0.6674)
C (3.5624, -5.5981, 0.2855)
C (3.2985, -4.3635, 0.8516)
C (2.1391, -3.7039, 0.4648)
N (1.6183, -2.4927, 0.8417)
C (0.5162, -2.3690, 0.1696)
C (-0.3873, -1.2429, 0.2355)
C (-0.0896, -0.1711, 1.0794)
C (-0.9438, 0.9059, 1.1529)
C (-2.1098, 0.9338, 0.3864)
C (-2.4099, -0.1308, -0.4582)
C (-1.5518, -1.2093, -0.5301)
H (-1.7818, -2.0366, -1.1833)
H (-3.3087, -0.1095, -1.0510)
N (-2.9388, 2.0572, 0.5176)
C (-4.0768, 2.3548, -0.1494)
O (-4.6076, 1.6811, -1.0015)
C (-4.6888, 3.7034, 0.2917)
N (-3.6985, 4.7335, 0.4467)
C (-2.9712, 5.4197, -0.4849)
C (-2.0261, 6.1532, 0.2234)
N (-2.1673, 5.9173, 1.5606)
C (-3.1465, 5.0835, 1.6634)
H (-3.5331, 4.7042, 2.5886)
C (-1.0715, 7.0045, -0.4413)
O (-0.2088, 7.6821, 0.0620)
N (-1.2490, 6.9668, -1.8371)
C (-2.1852, 6.2603, -2.5536)
O (-2.2437, 6.3264, -3.7611)
N (-3.0745, 5.4536, -1.8408)
C (-4.0921, 4.7566, -2.6030)
H (-4.0730, 3.6861, -2.4059)
H (-3.8652, 4.9285, -3.6548)
H (-5.0809, 5.1647, -2.3882)
C (-0.3527, 7.7810, -2.6441)
H (-0.9284, 8.5025, -3.2227)
H (0.3242, 8.2914, -1.9633)
H (0.2044, 7.1463, -3.3323)
H (-5.4541, 3.9828, -0.4336)
H (-5.1762, 3.5545, 1.2605)
H (-2.6040, 2.7353, 1.1929)
H (-0.7115, 1.7365, 1.8048)
H (0.8148, -0.2080, 1.6645)
O (0.2288, -3.4163, -0.6541)
C (1.2596, -4.2790, -0.4746)
C (1.5108, -5.5111, -1.0462)
C (2.6695, -6.1474, -0.6471)
H (2.9022, -7.1122, -1.0743)
H (0.8383, -5.9481, -1.7667)
H (3.9557, -3.9053, 1.5701)
C (5.9724, -5.5725, 1.0955)
H (6.8427, -6.2123, 1.2258)
H (5.7899, -5.0571, 2.0331)
H (6.2009, -4.8312, 0.3330)
H (5.0757, -6.9840, -0.2215)
H (3.5494, -7.6389, 3.7144)
H (4.6255, -6.2593, 3.5370)
H (3.0037, -6.2070, 2.8402)

Properties
Energy relative to the best compared isomer or geometry (same formula, charge and spin): 0.000 eV
Net charge: 0
Lowest unoccupied orbital energy: -0.0015 Eh
SMILES: CC[C@H](C)c1ccc2oc(-c3ccc(NC(=O)Cn4cnc5c(=O)n(C)c(=O)n(C)c54)cc3)nc2c1
Kohn-Sham gap: 8.18 eV

---

No. 3
Here is a 4-piece molecular cluster, C26H26NO2 overall at a distorted geometry from the OMol25 dataset. Energies are from ωB97M-V/def2-TZVPD.

Cartesian coordinates (Å):
O (2.6878, -1.7524, -2.4904)
N (2.8005, -2.5847, -3.3456)
O (1.8005, -3.5145, -3.2592)
C (0.6554, -3.0032, -4.0229)
C (-0.5131, -4.0779, -4.2595)
C (-1.8557, -3.3090, -3.8389)
C (-2.2463, -2.1058, -4.7877)
C (-3.5108, -1.2791, -4.4853)
C (-4.3390, -1.6657, -3.2319)
C (-3.9905, -2.8396, -2.2460)
C (-2.7093, -3.6662, -2.5937)
H (0.9975, -2.6160, -5.0576)
H (0.2447, -2.0681, -3.4780)
H (-0.4327, -4.9830, -3.5674)
H (-1.6201, -1.8451, -5.7135)
H (-3.8120, -0.4269, -5.1963)
H (-5.2715, -1.0313, -3.0287)
H (-4.6215, -3.0607, -1.3251)
H (-2.3746, -4.5420, -1.9397)
C (5.5320, -1.9458, 0.0967)
C (6.7579, -1.9724, 0.7545)
C (7.2495, -0.8194, 1.3588)
C (6.5099, 0.3586, 1.3135)
C (5.2822, 0.3840, 0.6587)
C (4.7949, -0.7667, 0.0466)
H (5.1505, -2.8438, -0.3773)
H (7.3313, -2.8928, 0.7955)
H (8.2085, -0.8388, 1.8660)
H (6.8907, 1.2566, 1.7888)
H (4.7048, 1.3022, 0.6248)
H (3.8410, -0.7454, -0.4684)
C (-2.9242, -0.3439, 0.7505)
C (-2.4291, 0.2693, 1.8973)
C (-3.2239, 1.1618, 2.6087)
C (-4.5183, 1.4340, 2.1788)
C (-5.0148, 0.8181, 1.0336)
C (-4.2172, -0.0683, 0.3142)
H (-2.3023, -1.0380, 0.1947)
H (-1.4216, 0.0513, 2.2366)
H (-2.8348, 1.6446, 3.4992)
H (-5.1406, 2.1265, 2.7364)
H (-6.0256, 1.0301, 0.6999)
H (-4.5921, -0.5510, -0.5817)
C (-0.5605, 5.5544, 4.0756)
C (0.6382, 5.0623, 4.5826)
C (1.2383, 3.9520, 3.9970)
C (0.6443, 3.3393, 2.8975)
C (-0.5523, 3.8337, 2.3883)
C (-1.1572, 4.9384, 2.9796)
H (-1.0301, 6.4182, 4.5346)
H (1.1047, 5.5442, 5.4357)
H (2.1694, 3.5644, 4.3966)
H (1.1146, 2.4765, 2.4378)
H (-1.0145, 3.3568, 1.5302)
H (-2.0930, 5.3201, 2.5856)

Properties
Net charge: -1
Lowest unoccupied orbital energy: 0.0853 Eh
Kohn-Sham gap: 4.76 eV

---

No. 4
Here is a 2-piece molecular cluster, C26H26NO2 overall at a distorted geometry from the OMol25 dataset. Energies are from ωB97M-V/def2-TZVPD.

Cartesian coordinates (Å):
C (3.0094, 0.7447, 3.4512)
C (2.7429, -0.5518, 2.9902)
C (1.4247, -0.9574, 2.7556)
C (0.3774, -0.0651, 3.0076)
C (-1.0659, -0.4674, 2.7962)
C (-1.9324, -0.4997, 4.0694)
C (-3.2911, 0.1013, 3.6670)
C (-3.1118, 0.7569, 2.2914)
N (-1.7385, 0.4364, 1.8361)
C (0.6369, 1.2288, 3.4766)
C (1.9570, 1.6437, 3.6705)
H (4.0371, 1.0551, 3.6521)
H (3.5584, -1.2575, 2.8234)
H (1.1870, -1.9562, 2.3759)
H (-1.1030, -1.4746, 2.3603)
H (-2.0170, -1.5335, 4.4238)
H (-1.4784, 0.0954, 4.8718)
H (-4.0531, -0.6810, 3.6003)
H (-3.6164, 0.8395, 4.4075)
H (-3.8323, 0.3691, 1.5593)
H (-3.2587, 1.8482, 2.3525)
H (-1.2207, 1.3088, 1.7589)
H (-0.1945, 1.9135, 3.6761)
H (2.1414, 2.6635, 4.0116)
C (-0.8961, 8.3229, -3.2584)
O (-0.4493, 7.6436, -2.0603)
C (-0.5129, 6.2875, -2.0113)
C (-0.0797, 5.6597, -0.8154)
C (-0.1410, 4.2887, -0.6914)
C (-0.6274, 3.4730, -1.7471)
C (-0.8015, 2.0517, -1.5860)
O (-1.4900, 1.4686, -2.6084)
C (-1.6332, 0.0963, -2.6447)
C (-1.3277, -0.6706, -1.5076)
C (-1.3342, -2.0821, -1.6502)
C (-1.6178, -2.6573, -2.8763)
C (-1.9293, -1.8549, -3.9874)
C (-1.9444, -0.4706, -3.8769)
C (-0.8689, -0.0007, -0.3473)
C (-0.4177, 1.3099, -0.4736)
C (-1.0111, 4.1085, -2.9479)
C (-0.9668, 5.4816, -3.0862)
H (-0.7503, 9.3809, -3.0401)
H (-0.2928, 8.0318, -4.1295)
H (-1.9583, 8.1189, -3.4504)
H (0.2980, 6.2779, -0.0057)
H (0.1767, 3.8103, 0.2341)
H (-1.0924, -2.6821, -0.7693)
H (-1.5926, -3.7420, -2.9811)
H (-2.1444, -2.3215, -4.9469)
H (-2.1448, 0.1723, -4.7294)
H (-0.5920, -0.6378, 0.4847)
H (0.1905, 1.8016, 0.2873)
H (-1.3600, 3.5212, -3.7912)
H (-1.2766, 5.9334, -4.0283)

Properties
Energy relative to the best compared isomer or geometry (same formula, charge and spin): 0.010 eV
Net charge: +1
Lowest unoccupied orbital energy: -0.1575 Eh
Kohn-Sham gap: 6.92 eV

---

What is the net charge in the second record? 0

---

Which value of net charge does entry 4 give? +1